(1)
The following is a quantum chemistry calculation of a molecular structure, C26H56N4O2P2Ti at a distorted geometry, from the Open Molecules 2025 dataset.

```
91
Properties=species:S:1:pos:R:3
Ti 0.001 0.092 0.188
P 2.580 0.279 0.281
P -1.774 -0.651 -1.671
O 0.578 2.434 -1.842
O 0.686 -2.972 -0.056
N -3.309 1.513 2.432
N -1.523 1.971 4.045
N -1.019 0.643 2.010
N -2.424 -0.293 3.829
C -0.896 -3.031 -3.053
C 3.195 2.035 0.503
C -3.735 -1.827 0.144
C -3.053 -1.960 -1.221
C -1.381 -0.573 2.818
C -0.526 1.662 2.993
C -3.621 0.274 3.176
C 0.379 -0.903 -3.456
C -1.896 0.728 4.763
C 0.356 1.549 -1.083
C -4.104 -2.176 -2.314
C 2.371 -0.610 2.971
C -2.284 1.220 1.415
C -2.028 1.361 -3.699
C 3.168 -0.814 1.684
C 4.711 2.211 0.605
C -3.522 1.592 -1.693
C 3.602 0.559 -2.337
C -2.806 0.607 -2.617
C -0.999 -1.504 -3.164
C 0.428 -1.817 0.007
C 4.669 -0.773 1.977
C 2.485 2.779 1.637
C 3.754 -0.278 -1.064
C 3.656 -1.779 -1.347
C -2.754 2.493 3.400
H 2.645 -2.078 -1.646
H 0.366 0.183 -3.616
H -3.030 -1.936 0.977
H -0.313 2.602 2.475
H -4.347 0.530 3.959
H -1.672 -1.271 -4.007
H -3.670 -2.340 -3.306
H -2.710 2.075 -4.181
H 4.339 -2.034 -2.170
H 5.291 -0.882 1.082
H 1.282 -0.635 2.813
H -0.499 -0.928 3.370
H -1.012 0.322 5.278
H -1.646 0.699 -4.482
H -2.051 2.170 0.914
H -3.571 0.008 -3.131
H -4.037 -0.468 2.480
H -2.689 0.973 5.485
H -4.461 -2.649 0.255
H 2.918 -1.818 1.298
H -1.754 -1.376 2.169
H 4.953 0.145 2.504
H -4.134 1.109 -0.921
H -1.872 -3.522 -3.130
H -4.699 -3.065 -2.067
H 2.860 2.497 -0.441
H 2.475 -2.699 -4.483
H 4.908 -1.616 2.641
H -2.808 2.272 -1.208
H 4.337 0.212 -3.079
H 2.923 3.785 1.726
H 5.113 1.794 1.534
H 0.802 -1.379 -4.354
H 2.609 -1.434 3.662
H -2.726 0.503 0.702
H -0.276 -3.400 -3.882
H 0.379 1.282 3.487
H -3.506 2.674 4.180
H 3.942 -2.386 -0.478
H 4.931 3.287 0.607
H -2.506 3.425 2.874
H -4.201 2.214 -2.296
H 3.785 1.626 -2.162
H 1.415 2.919 1.435
H 3.172 -2.565 -4.238
H 2.624 0.334 3.475
H 2.603 0.450 -2.778
H -4.301 -0.892 0.259
H 4.764 -0.093 -0.665
H 2.598 2.280 2.609
H 5.252 1.779 -0.242
H 1.071 -1.124 -2.631
H -4.804 -1.333 -2.374
H -1.192 1.922 -3.268
H -0.415 -3.327 -2.114
H -2.420 -2.858 -1.154
```

Net charge ... +4
Orbital gap ... 3.6 eV
HOMO level ... -20.33 eV

Here are the Löwdin charges for atoms 1 to 4, given in e: atom 1 (Ti): 0.74, atom 2 (P): 1.11, atom 3 (P): 1.12, atom 4 (O): 0.24

(2)
The following is a quantum chemistry calculation of a molecular structure, C13H23F2InNO8 at a distorted geometry, from the Open Molecules 2025 dataset.

```
48
Properties=species:S:1:pos:R:3
In 2.070 1.164 -0.087
F -2.576 1.473 5.826
F -2.383 -3.340 -2.286
O -4.052 -4.786 -1.914
O -5.939 -5.643 -0.957
O -0.097 -0.471 2.697
O -1.007 0.732 4.410
O 2.668 0.079 -1.782
O -2.360 -0.174 2.842
O -2.643 1.050 -0.832
O -5.444 -3.417 -0.773
N 5.624 2.546 -1.559
C -4.306 -2.660 -1.134
C -1.190 0.657 -0.409
C -5.205 -4.697 -1.193
C -3.730 -3.457 -2.254
C 4.231 3.121 -1.439
C 3.432 -1.129 -1.435
C -1.729 0.409 -2.040
C 3.548 2.933 0.061
C -1.071 -0.012 3.270
C 4.793 -0.868 -0.561
C -2.269 1.351 4.515
C -3.186 0.389 3.841
C -0.049 2.014 -0.222
H 4.376 2.655 0.841
H -1.003 -0.360 0.302
H -2.628 -0.312 -2.254
H 2.084 0.169 1.451
H 2.928 3.893 0.324
H 3.787 -1.616 -2.465
H 4.281 4.272 -1.747
H -4.589 -1.651 -1.444
H -4.055 0.883 3.399
H -0.345 2.525 0.794
H 4.937 0.225 -0.170
H -1.565 1.484 -2.479
H -3.631 -2.588 -0.275
H 3.561 2.610 -2.285
H -2.234 2.341 4.047
H 5.978 2.140 -0.665
H 5.579 1.745 -2.252
H 5.741 -1.107 -1.241
H 2.794 -1.945 -0.877
H -4.148 -3.216 -3.238
H 4.795 -1.687 0.305
H -3.536 -0.403 4.512
H -0.232 2.677 -1.169
```

Net charge ... -1
Orbital gap ... 6.7 eV
HOMO level ... -4.44 eV

Here are the Löwdin charges for atoms 1 to 4, given in e: atom 1 (In): 0.64, atom 2 (F): 0.07, atom 3 (F): 0.08, atom 4 (O): 0.14

(3)
The following is a quantum chemistry calculation of a molecular structure, C12H19AsHgN3O4S2, from the Open Molecules 2025 dataset.

```
42
Properties=species:S:1:pos:R:3
Hg -0.433 -0.933 0.679
As -2.836 0.045 -1.964
S 0.180 0.361 3.044
S -3.082 -0.496 0.060
O -1.290 5.849 1.251
O 2.044 1.522 -1.309
O 0.536 7.231 0.945
O -0.098 1.254 -0.711
N 2.280 -0.171 0.861
N 1.402 2.680 2.833
N 2.292 1.063 1.518
C -0.295 3.862 0.179
C -2.770 1.939 -2.272
C -4.366 -0.573 -2.960
C -1.316 -0.725 -2.853
C 1.952 5.558 -0.183
C 0.801 5.994 0.425
C 1.345 1.405 2.406
C -0.293 5.164 0.601
C 0.868 3.395 -0.453
C 1.964 4.229 -0.624
C -0.804 7.176 1.436
C 0.948 1.939 -0.887
H 3.074 -0.722 1.166
H 2.762 1.809 1.019
H -3.646 2.398 -1.818
H 2.339 0.041 -0.141
H -1.338 -1.803 -2.706
H -4.419 -1.657 -2.882
H 0.620 3.005 3.375
H -0.422 -0.297 -2.403
H -5.264 -0.139 -2.525
H -1.371 -0.487 -3.915
H -4.275 -0.277 -4.005
H 1.936 3.368 2.325
H -1.860 2.301 -1.802
H -1.133 3.197 0.342
H 2.800 6.215 -0.320
H 2.836 3.823 -1.118
H -2.754 2.132 -3.344
H -0.808 7.419 2.500
H -1.425 7.875 0.872
```

Net charge ... 0
<S²> ... 0.7543
Orbital gap (spin up / spin down) ... 7.1 / 7.5 eV
HOMO level (spin up / spin down) ... -6.45 / -8.27 eV
Energy above the lowest of the compared OMol25 structures with the same formula, charge and spin ... 0.0 kcal/mol
Spin multiplicity ... 2

Here are the Löwdin charges for atoms 1 to 4, given in e: atom 1 (Hg): 0.58, atom 2 (As): 0.66, atom 3 (S): 0.53, atom 4 (S): 0.01

(4)
The following is a quantum chemistry calculation of a molecular structure, C22H30CoI2N2O4RhS2 at a distorted geometry, from the Open Molecules 2025 dataset.

```
64
Properties=species:S:1:pos:R:3
I 2.389 1.677 -0.706
I 2.956 -2.051 -3.179
Rh 0.287 0.112 -0.433
Co 0.503 -2.442 -1.764
S 0.520 -0.383 -2.605
S 1.982 -1.593 -0.339
O 0.586 -5.188 -0.798
O 0.232 0.020 2.006
O -2.352 1.445 -0.023
O -1.288 -3.571 -3.768
N -0.645 1.793 3.275
N -1.024 1.931 4.568
C -0.587 -3.057 -2.993
C -2.264 -0.244 -3.273
C -0.813 1.773 -3.659
C 0.449 4.117 0.579
C 0.479 3.110 1.548
C 0.583 -4.073 -1.136
C -0.537 -0.201 4.299
C -1.718 4.807 1.383
C 0.953 -2.981 1.916
C -1.747 3.721 2.261
C -1.347 0.921 -0.272
C -0.910 0.256 -3.720
C 2.960 -1.515 2.263
C -0.541 -0.286 -5.094
C -0.915 0.755 5.211
C -0.639 4.979 0.513
C -1.193 3.214 5.232
C -0.282 0.467 3.067
C 2.271 -2.515 1.354
C -1.174 0.643 6.666
C 3.206 -3.658 0.979
C -0.636 2.877 2.349
H -2.623 3.510 2.883
H 0.485 0.003 -5.353
H 1.270 4.215 -0.132
H -0.446 3.284 6.034
H -0.626 5.808 -0.194
H 1.125 -3.453 2.896
H 3.849 -1.104 1.774
H -1.499 2.223 -4.389
H -2.520 0.083 -2.262
H 2.280 -0.691 2.511
H 3.281 -2.015 3.189
H 0.204 2.096 -3.900
H -3.031 0.147 -3.958
H 1.330 2.437 1.649
H 0.277 -2.126 2.043
H 4.083 -3.273 0.443
H -0.619 -1.380 -5.104
H -1.080 4.033 4.526
H -1.073 -0.413 6.944
H -1.063 2.161 -2.666
H -1.229 0.118 -5.850
H -2.194 0.954 6.941
H -2.200 3.218 5.663
H -2.311 -1.334 -3.313
H -2.570 5.491 1.357
H -0.365 -1.252 4.463
H 2.698 -4.389 0.341
H -0.451 1.205 7.283
H 0.487 -3.718 1.257
H 3.547 -4.174 1.889
```

Net charge ... +4
<S²> ... 20.0640
Orbital gap (spin up / spin down) ... 6.9 / 4.7 eV
HOMO level (spin up / spin down) ... -19.41 / -20.02 eV
Energy above the lowest of the compared OMol25 structures with the same formula, charge and spin ... 0.0 kcal/mol
Spin multiplicity ... 9

Here are the Löwdin charges for atoms 1 to 4, given in e: atom 1 (I): 0.94, atom 2 (I): 0.99, atom 3 (Rh): 0.40, atom 4 (Co): -0.18